*A*
Here is the ion CH5N4OS with charge -1 from the OMol25 dataset. Energies are from the ωB97M-V functional and the def2-TZVPD basis.

Atoms and positions in Å:
1 C -0.20277 0.49466 -0.54574
2 N -0.92734 -1.41032 0.67031
3 N 0.92901 -0.38080 -0.82958
4 N 0.17427 1.65529 0.24628
5 N -1.32681 -0.41569 -0.05295
6 O -0.66168 2.71262 0.09458
7 S -2.87899 0.08348 -0.12787
8 H -0.44394 0.97916 -1.41513
9 H -1.78625 -1.75791 1.12055
10 H 1.83782 0.13681 -0.72848
11 H 0.85147 -1.04738 -0.11242
12 H 0.31987 1.49378 1.22326

- highest occupied orbital energy (alpha / beta) (eV) = -1.74 / -3.63
- total charge = -1
- gap between HOMO and LUMO (alpha / beta) (eV) = 5.2 / 7.6
- SMILES = [H]/N=[N+](\[S-])[C@H](N)N[O-]
- molar mass (g/mol) = 121.14

***

*B*
Here is the ion CH5N4OS with charge -1 from the OMol25 dataset. Energies are from the ωB97M-V functional and the def2-TZVPD basis.

Atoms and positions in Å:
1 C -0.11959 -0.13983 -0.23124
2 N 0.03993 1.01540 1.73702
3 N 1.33634 -0.41395 -0.29478
4 N -0.74237 -0.44580 -1.39416
5 N -0.74701 0.19092 0.96266
6 O -0.10573 -0.84452 -2.42989
7 S -2.35614 0.20071 1.27966
8 H 0.62078 0.52731 2.43320
9 H 0.69059 1.49390 1.05731
10 H 1.59545 -0.24396 -1.29239
11 H 1.48643 -1.41716 -0.18582
12 H -1.69867 0.07699 -1.64157

- highest occupied orbital energy (eV) = -2.12
- total charge = -1
- gap between HOMO and LUMO (eV) = 6.2
- SMILES = N/C(N[O-])=[N+](\N)[S-]
- molar mass (g/mol) = 121.14

***

Unit: kcal/mol. Relative energies: *A* 16.0; *B* 0.0.

***

*A*
Here is the molecule C6H6O3S from the OMol25 dataset. Energies are from the ωB97M-V functional and the def2-TZVPD basis.

Atoms and positions in Å:
1 C 1.62626 1.39060 -1.40516
2 C 0.57828 0.65973 -1.11926
3 C 0.80034 -0.72511 0.63335
4 C 1.82860 -0.01861 1.07388
5 C -0.20009 0.06614 -0.21421
6 C -1.65968 -0.04055 -0.12165
7 O 2.47140 2.46386 2.03876
8 O 2.04638 2.25673 -0.35637
9 O 0.17569 2.07487 1.38460
10 S 1.56906 1.84020 1.15509
11 H 2.27701 1.11631 -2.22815
12 H 0.90840 -1.83065 0.66025
13 H 2.60772 -0.25918 1.74444
14 H -1.90409 0.27602 0.97610
15 H -2.23224 -0.99230 -0.22031
16 H -2.05978 0.65963 -0.85652

- highest occupied orbital energy (eV) = -9.61
- gap between HOMO and LUMO (eV) = 9.5
- SMILES = CC1=C=COS(=O)(=O)C=C1
- molar mass (g/mol) = 158.18

***

*B*
Here is a cluster of 2 separate species, C6H6O3S in total from the OMol25 dataset. Energies are from the ωB97M-V functional and the def2-TZVPD basis.

Atoms and positions in Å:
1 C -1.38844 -0.64127 -1.50194
2 C -1.70979 -0.59965 -0.14173
3 C -0.40961 0.12546 -2.03710
4 C -0.89280 0.20700 0.70264
5 C 0.36543 0.99513 -1.21837
6 C 0.15554 0.93962 0.17710
7 O 0.42840 1.87174 2.58794
8 O 1.72655 -0.96182 1.68124
9 O 2.76131 -1.06266 0.79488
10 S 1.18289 1.77949 1.38530
11 H -1.84987 -1.31258 -2.18925
12 H -2.55906 -1.05799 0.23205
13 H -0.01693 -0.25680 -2.90328
14 H -0.97611 0.08497 1.82268
15 H 1.21305 1.64194 -1.65715
16 H 1.96944 -1.75257 2.26500

- highest occupied orbital energy (alpha / beta) (eV) = -9.41 / -7.98
- gap between HOMO and LUMO (alpha / beta) (eV) = 8.7 / 6.7
- molar mass (g/mol) = 158.18

***

Unit: kcal/mol. Relative energies: *A* 0.0; *B* 32.8.

***

*A*
Here is a cluster of 12 separate species, H23O12 in total from the OMol25 dataset. Energies are from the ωB97M-V functional and the def2-TZVPD basis.

Atoms and positions in Å:
1 O -2.29423 -0.43823 2.19381
2 H 3.55846 1.00968 -1.44202
3 H -1.70043 1.37527 -1.56806
4 O 1.42793 0.56938 1.18328
5 H 2.35498 0.16370 1.33527
6 H 1.56726 1.36581 1.72088
7 O -0.95003 -1.48182 -0.02823
8 H -0.02115 -1.20850 0.09662
9 O -0.95734 1.01163 -1.09930
10 H 1.10930 3.06530 -1.34804
11 H -1.19197 0.13723 -0.65910
12 O 3.18942 1.89319 -1.38370
13 H 0.22175 -3.46062 -3.46470
14 H -0.57749 2.59660 2.60213
15 O -0.78061 -3.48459 1.66619
16 H -4.08994 -0.79981 0.80068
17 H 1.93007 3.93719 1.90498
18 O 0.63907 2.75618 -2.12731
19 H 0.10480 1.89107 -1.97804
20 H -1.07312 -2.77638 0.99606
21 O -0.18728 -1.88969 -2.52846
22 H 0.44555 -1.18739 -2.45120
23 H -0.46004 -1.96008 -1.53045
24 O 0.66813 -4.14578 -2.89997
25 H 0.26972 -3.98345 -2.04929
26 H 0.18133 3.75197 3.12969
27 O -3.89539 -1.33777 0.04224
28 H -1.49980 0.11496 2.34183
29 H 3.28023 3.64770 1.28780
30 O 2.65586 3.34208 2.00090
31 H -3.04673 -1.77166 0.08502
32 H -0.23116 -4.01054 1.10502
33 O 0.29121 2.83283 2.94149
34 H -1.88445 -0.94911 1.44219
35 H 2.52599 1.74443 -2.06918

- highest occupied orbital energy (eV) = -6.28
- total charge = -1
- gap between HOMO and LUMO (eV) = 8.6
- molar mass (g/mol) = 215.17

***

*B*
Here is a structure of composition H23O12 from the OMol25 dataset. Energies are from the ωB97M-V functional and the def2-TZVPD basis.

Atoms and positions in Å:
1 O 1.32240 1.56368 1.56910
2 H -3.28593 -2.45970 -0.62882
3 H -0.01692 -1.17859 2.18911
4 O 0.09449 1.77038 -0.79926
5 H -0.22120 2.50507 -1.33029
6 H 0.77061 1.72984 0.75685
7 O -1.50697 -0.16237 0.31958
8 H -1.23330 -0.84641 -0.30376
9 O -0.09430 -1.97737 2.74219
10 H 0.52811 1.16092 -1.77801
11 H 0.25624 -1.51689 3.53258
12 O -3.22246 -2.07544 -1.53732
13 H 2.11069 0.24072 2.50749
14 H 2.66840 1.57043 -0.61061
15 O -4.17755 1.00456 0.19199
16 H 4.39385 -2.20716 -0.79340
17 H -1.22784 -1.25300 -3.92545
18 O 1.34193 0.73776 -2.63348
19 H 1.33020 1.58389 -3.09673
20 H -4.64907 1.42256 0.91288
21 O -2.62908 0.86910 3.12801
22 H -2.02370 0.59903 2.44395
23 H -2.89601 0.10782 3.64800
24 O 2.59817 -0.13022 3.27252
25 H 3.13548 -0.73270 2.74278
26 H 3.06858 0.15158 -1.29828
27 O 3.78533 -2.89376 -1.07427
28 H 1.98314 2.26065 1.54044
29 H 0.02670 -0.28266 -3.88955
30 O -0.94790 -0.34009 -4.00734
31 H 3.13318 -2.52510 -1.69876
32 H -3.23748 0.93698 0.39614
33 O 3.27285 1.06936 -1.15314
34 H -0.82452 0.50396 0.02527
35 H -3.62612 -1.20683 -1.36041

- highest occupied orbital energy (eV) = -5.54
- total charge = -1
- gap between HOMO and LUMO (eV) = 8.5
- molar mass (g/mol) = 215.17

***

Unit: kcal/mol. Relative energies: *A* 4.8; *B* 0.0.

***

*A*
Here is a structure of composition C5H9ClN2 from the OMol25 dataset. Energies are from the ωB97M-V functional and the def2-TZVPD basis.

Atoms and positions in Å:
1 C -2.16784 0.93842 0.00757
2 C -0.68969 0.82710 0.47729
3 C 0.31312 -0.01023 0.02887
4 C 1.56429 -0.32931 0.70173
5 C 1.13005 -1.45463 -1.80865
6 H -2.18029 0.85476 -1.14971
7 H -2.81944 2.01505 0.48124
8 H -2.64128 -0.04975 0.67223
9 H 1.86961 -1.52230 0.32820
10 H 2.41824 0.26965 0.18840
11 H 1.42859 -0.24868 1.86833
12 H -0.59976 -0.12830 -1.82444
13 H 2.16477 -1.19462 -1.31132
14 H -0.02253 -2.03268 -3.25392
15 N 0.24636 -0.54776 -1.21808
16 N 0.90555 -2.28045 -2.82725
17 Cl -0.50476 1.29448 2.11044

- highest occupied orbital energy (eV) = -7.93
- gap between HOMO and LUMO (eV) = 8.5
- molar mass (g/mol) = 132.59

***

*B*
Here is the molecule C5H9ClN2 from the OMol25 dataset. Energies are from the ωB97M-V functional and the def2-TZVPD basis.

Atoms and positions in Å:
1 C -0.00278 0.96966 0.77213
2 C 0.66912 0.12474 -0.55625
3 C -0.83887 2.04615 0.29502
4 C -0.46004 -1.92366 -0.08836
5 C 0.94924 -1.26399 -0.19342
6 N 0.44231 0.65024 1.92531
7 N 0.58786 0.74356 -1.62677
8 Cl 1.81011 -2.19691 -1.46901
9 H -0.28439 2.23130 -0.73273
10 H -0.90153 2.94059 0.85969
11 H -1.79770 1.73771 -0.11098
12 H -1.07409 -1.74719 -0.92769
13 H -0.48360 -2.99521 0.07804
14 H -0.87476 -1.57111 0.91733
15 H 1.44757 -1.26075 0.74480
16 H 0.11702 1.16732 2.70305
17 H 0.69453 0.34757 -2.59015

- highest occupied orbital energy (eV) = -9.20
- gap between HOMO and LUMO (eV) = 10.1
- SMILES = [H]/N=C(/C(C)=N/[H])[C@@H](C)Cl
- molar mass (g/mol) = 132.59

***

Unit: kcal/mol. Relative energies: *A* 53.3; *B* 0.0.